No. 1
Computed, not measured: a 10-piece molecular cluster, C31H41FO30 overall at a distorted geometry, with ωB97M-V with the def2-TZVPD basis set.

## Properties
- molecular weight (g mol⁻¹) = 912.64
- frontier orbital gap (eV) = 9.79
- E_LUMO (eV) = -0.40
- SMILES = O=C1OC[C@@H](F)O1.C[C@H]1COC(=O)O1.O=C1OCCO1.O=C1OCCO1.O=C1OCCO1.O=C1OCCO1.O=C1OCCO1.O=C1OCCO1.O=C1OCCO1.O=C1OCCO1

```
103
C31H41FO30, DFT ωB97M-V with the def2-TZVPD basis set
C 4.403 -3.401 4.591
C 5.032 -3.746 3.244
O 5.574 -5.050 3.426
C 5.077 -5.585 4.549
O 5.192 -6.708 4.914
O 4.496 -4.635 5.321
H 3.349 -3.136 4.515
H 4.898 -2.624 5.173
H 5.798 -3.033 2.953
H 4.227 -3.796 2.511
C 0.469 6.232 -0.008
C 1.710 5.299 0.289
O 1.095 4.005 0.202
C -0.204 4.074 -0.112
O -0.891 3.107 -0.286
O -0.579 5.336 -0.291
H 0.709 6.873 -0.853
H 0.209 6.839 0.858
H 2.024 5.433 1.319
H 2.441 5.551 -0.471
C -3.286 2.003 1.716
C -2.633 2.377 3.055
O -2.565 1.135 3.773
C -2.896 0.117 2.970
O -2.891 -1.030 3.269
O -3.304 0.585 1.772
H -2.713 2.380 0.872
H -4.294 2.407 1.615
H -3.201 3.131 3.591
H -1.582 2.649 2.957
C 1.679 2.844 3.295
C 2.825 2.455 2.330
O 3.190 1.162 2.785
C 2.195 0.667 3.542
O 2.131 -0.436 3.971
O 1.291 1.630 3.863
H 0.876 3.324 2.730
H 2.030 3.572 4.034
H 3.625 3.190 2.387
H 2.439 2.476 1.313
C -2.142 -3.707 -4.490
C -2.461 -2.533 -3.605
O -1.509 -2.642 -2.546
C -0.472 -3.420 -2.973
O 0.582 -3.499 -2.442
O -0.801 -4.038 -4.106
H -2.073 -3.403 -5.535
H -2.779 -4.580 -4.384
H -3.432 -2.670 -3.116
H -2.535 -1.531 -4.030
C -1.689 2.344 -3.180
C -1.616 3.213 -4.428
O -0.208 3.472 -4.572
C 0.476 2.967 -3.519
O 1.655 3.102 -3.375
O -0.355 2.296 -2.726
H -2.038 1.332 -3.390
H -2.302 2.813 -2.409
H -2.165 4.133 -4.246
H -1.895 2.606 -5.286
C 0.323 -3.330 3.570
C -0.496 -4.109 2.529
O -1.207 -5.057 3.312
C -0.802 -5.027 4.583
O -1.213 -5.709 5.472
O 0.087 -4.034 4.790
H -0.104 -2.336 3.680
H 1.341 -3.307 3.185
H 0.145 -4.664 1.846
H -1.158 -3.386 2.060
C -5.495 0.005 -0.031
C -5.156 0.007 -1.519
O -4.350 1.153 -1.650
C -4.634 2.014 -0.654
O -4.201 3.117 -0.587
O -5.387 1.392 0.274
H -4.758 -0.575 0.526
H -6.486 -0.403 0.151
H -5.997 -0.001 -2.218
H -4.588 -0.887 -1.787
C -1.324 -0.348 -0.058
C 0.080 -0.844 -0.364
C 1.057 0.297 -0.558
O 2.278 -0.253 -0.037
C 1.964 -1.278 0.778
O 2.759 -1.885 1.422
O 0.621 -1.410 0.848
H -1.303 0.267 0.841
H -1.970 -1.190 0.199
H -1.756 0.210 -0.889
H 0.091 -1.645 -1.097
H 0.790 1.190 0.008
H 1.169 0.572 -1.605
C 3.405 0.324 -4.312
C 2.028 -0.186 -4.773
O 2.360 -1.304 -5.513
C 3.590 -1.094 -6.076
O 4.012 -1.738 -6.969
O 4.207 -0.109 -5.411
F 1.551 0.747 -5.700
H 3.680 -0.191 -3.390
H 3.388 1.402 -4.190
H 1.270 -0.328 -4.009
```

---

No. 2
Computed, not measured: one molecule with the formula C4H7NO, with ωB97M-V with the def2-TZVPD basis set.

## Properties
- molecular weight (g mol⁻¹) = 85.11
- frontier orbital gap (eV) = 10.30
- E_LUMO (eV) = 0.95
- SMILES = O[C@H]1C[C@H]2N[C@@H]12

```
13
C4H7NO, DFT ωB97M-V with the def2-TZVPD basis set
O -2.231 -0.398 -0.227
C -0.926 0.102 -0.463
C 0.102 1.346 0.097
C 1.144 0.247 0.161
N 0.655 -0.587 1.259
C 0.189 -0.836 -0.125
H -2.155 -1.365 -0.155
H -0.935 0.436 -1.500
H 0.094 1.908 1.042
H 0.230 2.058 -0.728
H 2.177 0.245 -0.171
H 1.361 -1.285 1.480
H 0.356 -1.820 -0.551
```

---

No. 3
Computed, not measured: a 2-piece molecular cluster, C4H11ClNO overall at a distorted geometry, with ωB97M-V with the def2-TZVPD basis set.

## Properties
- molecular weight (g mol⁻¹) = 124.59
- frontier orbital gap (eV) = 9.63
- E_LUMO (eV) = -4.64
- net charge = +1

```
18
C4H11ClNO, DFT ωB97M-V with the def2-TZVPD basis set
C 0.648 0.503 1.868
C -1.114 0.499 -1.643
C -0.417 0.823 0.772
C -0.173 0.198 -0.517
N 1.100 -0.430 -0.859
O -1.069 -1.627 0.093
Cl 0.043 -2.715 0.396
H 1.525 0.971 1.539
H 0.631 -0.665 2.003
H 0.428 0.924 2.789
H -0.960 -0.405 -2.234
H -2.132 0.599 -1.393
H -0.898 1.379 -2.395
H -1.410 0.443 1.268
H -0.495 1.888 0.571
H 0.956 -1.915 -0.354
H 1.841 -0.198 -0.151
H 1.496 -0.273 -1.753
```

---

No. 4
Computed, not measured: C16H14F6N4PtSSb as an isolated structure at a distorted geometry, with ωB97M-V with the def2-TZVPD basis set.

## Properties
- molecular weight (g mol⁻¹) = 725.21
- frontier orbital gap (alpha / beta) (eV) = 7.41 / 5.29
- E_LUMO (alpha / beta) (eV) = -7.82 / -9.94
- net charge = +2
- spin multiplicity = 2

```
43
C16H14F6N4PtSSb, DFT ωB97M-V with the def2-TZVPD basis set
Pt -0.357 -0.941 -0.057
C 3.538 -1.839 -1.408
C 4.154 -2.256 -0.238
C 3.411 -2.354 0.929
C 2.072 -2.018 0.904
N 1.501 -1.561 -0.235
C 2.203 -1.492 -1.371
C 1.116 -2.201 2.006
C 1.395 -2.785 3.224
C 0.358 -3.003 4.122
C -0.933 -2.646 3.774
C -1.158 -2.061 2.540
N -0.148 -1.832 1.698
H 4.079 -1.781 -2.341
H 5.202 -2.524 -0.236
H 3.865 -2.713 1.841
H 1.664 -1.154 -2.246
H 2.403 -3.086 3.468
H 0.559 -3.465 5.078
H -1.767 -2.825 4.435
H -2.142 -1.768 2.203
N -0.405 6.208 -0.993
C -0.880 5.304 -1.807
S -1.796 5.757 -3.157
C -0.620 3.861 -1.570
C 0.357 3.434 -0.673
C 0.534 2.076 -0.486
N -0.184 1.154 -1.133
C -1.103 1.562 -2.013
C -1.355 2.904 -2.254
H -0.549 7.198 -1.143
H 0.096 5.947 -0.155
H 1.003 4.110 -0.131
H 1.280 1.713 0.208
H -1.666 0.799 -2.525
H -2.142 3.160 -2.951
F -1.912 -1.159 -2.174
Sb -3.508 -1.333 -1.101
F -2.666 -2.785 -0.246
F -2.306 -0.268 0.189
F -4.848 -1.317 0.178
F -4.007 0.346 -1.765
F -4.337 -2.365 -2.387
```

---

No. 5
Computed, not measured: one molecule with the formula C6H9NO at a distorted geometry, with ωB97M-V with the def2-TZVPD basis set.

## Properties
- molecular weight (g mol⁻¹) = 111.14
- frontier orbital gap (eV) = 9.56
- E_LUMO (eV) = 0.34
- SMILES = [H]/N=C(/C(=C)C)C(C)=O

```
17
C6H9NO, DFT ωB97M-V with the def2-TZVPD basis set
C 0.451 1.557 -0.213
C -0.521 0.812 0.351
C -0.560 -0.639 -0.109
C 0.521 -0.932 -1.147
C -1.689 1.413 1.094
C 1.783 -1.377 -0.475
N -1.296 -1.510 0.557
O 0.433 -0.832 -2.322
H 0.570 2.545 0.192
H 1.392 1.150 -0.774
H -2.566 1.649 0.519
H -1.921 0.642 1.753
H -1.375 2.412 1.425
H 1.957 -0.777 0.402
H 1.646 -2.406 -0.278
H 2.606 -1.251 -1.269
H -1.431 -2.457 0.294
```

---

No. 6
Computed, not measured: a 2-piece molecular cluster, C10H16FO2P overall at a distorted geometry, with ωB97M-V with the def2-TZVPD basis set.

## Properties
- molecular weight (g mol⁻¹) = 218.21
- frontier orbital gap (eV) = 9.20
- E_LUMO (eV) = 0.66
- SMILES = Fc1ccccc1.COCCCPO

```
30
C10H16FO2P, DFT ωB97M-V with the def2-TZVPD basis set
C 0.123 1.515 -0.331
O 0.474 0.288 -1.062
C 1.819 0.351 -1.655
C 3.035 0.642 -0.595
C 3.961 -0.749 -0.523
P 5.562 -0.283 0.407
O 5.144 0.562 1.902
H 0.173 1.235 0.828
H 0.877 2.406 -0.471
H -0.981 1.898 -0.552
H 2.022 -0.729 -2.123
H 1.898 1.094 -2.585
H 3.763 1.473 -1.028
H 2.699 0.848 0.507
H 3.287 -1.535 0.032
H 4.148 -1.046 -1.652
H 6.242 0.745 -0.385
H 4.735 1.450 1.607
F -3.161 1.655 1.065
C -3.618 0.414 0.854
C -2.950 -0.666 1.421
C -3.428 -1.959 1.205
C -4.564 -2.158 0.416
C -5.225 -1.068 -0.152
C -4.753 0.226 0.073
H -2.065 -0.493 2.024
H -2.918 -2.810 1.650
H -4.934 -3.166 0.245
H -6.106 -1.225 -0.769
H -5.259 1.085 -0.354
```

---

No. 7
Computed, not measured: C44H38BrClDyN5O3PS as an isolated structure at a distorted geometry, with ωB97M-V with the def2-TZVPD basis set.

## Properties
- molecular weight (g mol⁻¹) = 1025.72
- frontier orbital gap (alpha / beta) (eV) = 6.66 / 6.65
- E_LUMO (alpha / beta) (eV) = 2.03 / 2.03
- net charge = -1
- spin multiplicity = 6

```
95
C44H38BrClDyN5O3PS, DFT ωB97M-V with the def2-TZVPD basis set
Dy 1.927 -0.307 0.778
O -0.276 2.014 -5.284
C -1.082 2.786 -4.510
C -1.915 3.682 -5.172
C -2.761 4.508 -4.463
C -2.774 4.468 -3.077
C -1.938 3.589 -2.417
C -1.102 2.727 -3.118
C -0.251 1.737 -2.352
O -0.959 1.264 -1.228
N 0.936 2.416 -1.863
N 1.749 1.595 -1.090
C 3.029 1.797 -1.052
C 3.799 1.054 -0.111
Br 3.161 -0.412 3.244
C 5.090 0.701 -0.316
C 5.874 0.743 -1.552
C 5.289 0.575 -2.809
C 6.062 0.544 -3.954
C 7.437 0.695 -3.876
C 8.033 0.899 -2.640
C 7.262 0.907 -1.494
H 0.204 1.370 -4.749
H -1.867 3.711 -6.248
H -3.409 5.190 -4.993
H -3.428 5.124 -2.521
H -1.923 3.544 -1.339
H -0.002 0.854 -2.985
H 1.437 2.924 -2.597
H 3.468 2.644 -1.608
H 5.658 0.332 0.540
H 4.224 0.406 -2.868
H 5.588 0.382 -4.913
H 8.045 0.626 -4.768
H 9.105 1.041 -2.573
H 7.735 1.047 -0.529
C -4.440 -1.403 0.798
C -3.567 -2.470 0.684
C -2.342 -2.441 1.327
C -1.982 -1.347 2.104
C -2.868 -0.276 2.210
C -4.087 -0.301 1.561
P -0.347 -1.156 2.935
C -0.991 -1.328 4.652
C -0.407 -0.560 5.653
C -0.843 -0.667 6.963
C -1.853 -1.557 7.288
C -2.429 -2.337 6.299
C -2.008 -2.219 4.987
C 0.447 -2.762 2.586
C 0.395 -3.905 3.373
C 1.093 -5.025 2.957
C 1.788 -4.994 1.758
C 1.832 -3.833 1.000
C 1.196 -2.638 1.391
H -5.390 -1.424 0.286
H -3.844 -3.329 0.089
H -1.652 -3.266 1.223
H -2.585 0.582 2.807
H -4.767 0.536 1.645
H 0.401 0.110 5.397
H -0.392 -0.061 7.735
H -2.190 -1.652 8.312
H -3.209 -3.046 6.549
H -2.463 -2.824 4.214
H -0.155 -3.919 4.307
H 1.107 -5.919 3.570
H 2.318 -5.880 1.420
H 2.410 -3.849 0.077
N -0.839 3.234 2.361
C -0.041 3.181 3.471
C 0.912 2.247 3.201
N 0.705 1.729 1.951
C -0.348 2.345 1.475
H -1.641 3.827 2.226
H -0.218 3.794 4.329
H 1.725 1.909 3.815
H -0.767 2.173 0.503
O 3.167 -2.125 -3.131
S 1.781 -1.835 -2.693
N 1.578 -1.277 -1.335
Cl -6.236 -1.636 -4.178
C -4.782 -1.187 -3.350
C -4.663 0.084 -2.817
C -3.509 0.421 -2.137
C -2.473 -0.492 -1.989
C -1.247 -0.125 -1.196
C -2.606 -1.758 -2.547
C -3.757 -2.110 -3.227
H -5.468 0.795 -2.923
H -3.408 1.409 -1.715
H -0.363 -0.718 -1.501
H -1.439 -0.344 -0.137
H -1.802 -2.471 -2.441
H -3.862 -3.092 -3.662
```

---

No. 8
Computed, not measured: an isolated ion of composition C3H5O2 and charge -1 at a distorted geometry, with ωB97M-V with the def2-TZVPD basis set.

## Properties
- molecular weight (g mol⁻¹) = 73.07
- frontier orbital gap (eV) = 8.18
- E_LUMO (eV) = 4.43
- SMILES = CCC(=O)[O-]
- net charge = -1

```
10
C3H5O2, DFT ωB97M-V with the def2-TZVPD basis set
O -0.456 1.027 1.434
C -0.063 0.081 0.649
O -0.211 -1.176 0.848
C 0.735 0.460 -0.687
C -0.042 -0.334 -1.721
H 0.601 1.508 -0.686
H 1.802 0.145 -0.696
H -0.165 -1.462 -1.646
H -1.034 0.062 -1.870
H 0.355 -0.306 -2.815
```

---

No. 9
Computed, not measured: a 6-piece molecular cluster, C12H18N6 overall at a distorted geometry, with ωB97M-V with the def2-TZVPD basis set.

## Properties
- molecular weight (g mol⁻¹) = 246.32
- frontier orbital gap (eV) = 11.50
- E_LUMO (eV) = 0.37
- SMILES = CC#N.CC#N.CC#N.CC#N.CC#N.CC#N

```
36
C12H18N6, DFT ωB97M-V with the def2-TZVPD basis set
C -0.266 0.765 -1.902
C -1.100 -0.428 -1.519
N -1.808 -1.320 -1.352
H 0.415 1.117 -1.116
H -0.968 1.565 -2.174
H 0.344 0.447 -2.718
C -3.372 -1.425 1.790
C -4.081 -0.076 1.929
N -4.694 0.891 2.031
H -3.996 -2.022 1.103
H -3.403 -1.869 2.756
H -2.364 -1.280 1.442
C -2.615 -4.753 -1.280
C -1.439 -4.908 -0.416
N -0.481 -4.991 0.212
H -2.338 -5.044 -2.295
H -2.787 -3.671 -1.319
H -3.496 -5.272 -0.903
C 4.407 0.064 -3.624
C 3.947 0.752 -2.376
N 3.553 1.234 -1.411
H 3.563 -0.018 -4.301
H 4.855 -0.876 -3.362
H 5.220 0.649 -4.125
C -0.342 4.861 2.654
C 0.889 4.160 2.524
N 1.853 3.579 2.366
H -1.188 4.190 2.478
H -0.328 5.658 1.888
H -0.417 5.291 3.669
C 2.546 0.279 1.633
C 1.158 0.805 1.464
N 0.075 1.164 1.305
H 2.799 -0.272 0.728
H 2.583 -0.365 2.486
H 3.276 1.118 1.736
```

---

No. 10
Computed, not measured: C20H27CuN2O3PS as an isolated structure at a distorted geometry, with ωB97M-V with the def2-TZVPD basis set.

## Properties
- molecular weight (g mol⁻¹) = 470.03
- frontier orbital gap (alpha / beta) (eV) = 4.48 / 7.28
- E_LUMO (alpha / beta) (eV) = -0.20 / -0.30
- spin multiplicity = 2

```
55
C20H27CuN2O3PS, DFT ωB97M-V with the def2-TZVPD basis set
C -1.968 0.678 -4.285
C -1.629 -0.523 -3.651
C -1.065 -0.556 -2.344
C -0.842 0.697 -1.739
C -0.977 1.895 -2.457
C -1.629 1.901 -3.701
C -0.957 -1.907 -1.636
C 0.180 -2.947 -1.941
N 1.525 -2.516 -2.234
Cu -0.899 1.158 0.143
C -0.488 3.190 -1.844
P 0.655 2.742 -0.459
H -1.890 -1.463 -4.153
H -1.871 2.855 -4.183
H -2.491 0.672 -5.248
H -1.283 3.833 -1.420
H 0.076 3.816 -2.557
H -0.979 -1.726 -0.554
H -1.886 -2.468 -1.870
H 0.292 -3.611 -1.065
C 1.237 4.307 0.207
C 2.016 1.868 -1.269
H -0.133 -3.582 -2.797
C 1.803 -1.841 -3.465
C 2.539 -2.532 -1.207
H 0.172 2.234 0.946
H 2.298 -2.505 -4.197
H 0.872 -1.479 -3.921
H 2.465 -0.976 -3.289
H 3.176 -3.439 -1.250
H 3.202 -1.652 -1.290
H 2.066 -2.514 -0.212
H 2.673 2.567 -1.803
H 2.606 1.312 -0.529
H 1.641 1.142 -1.998
H 1.326 5.063 -0.583
H 0.528 4.651 0.971
H 2.207 4.141 0.690
H 0.542 1.495 2.164
O -0.530 2.273 4.526
S 0.322 1.113 4.498
O 1.620 1.112 5.108
N 0.465 0.687 2.811
C -0.381 -0.312 2.447
O -0.986 -0.371 1.336
C -0.704 -1.131 3.587
C -1.491 -2.282 3.537
C -2.087 -2.743 4.697
C -1.932 -2.009 5.886
C -1.152 -0.840 5.929
C -0.526 -0.415 4.763
H -1.589 -2.781 2.582
H -2.678 -3.660 4.689
H -2.431 -2.361 6.792
H -1.030 -0.263 6.843
```

---

No. 11
Computed, not measured: C4H9N2O2 as an isolated structure at a distorted geometry, with ωB97M-V with the def2-TZVPD basis set.

## Properties
- molecular weight (g mol⁻¹) = 117.13
- frontier orbital gap (alpha / beta) (eV) = 8.21 / 8.21
- E_LUMO (alpha / beta) (eV) = -4.99 / -4.99
- net charge = +1

```
17
C4H9N2O2, DFT ωB97M-V with the def2-TZVPD basis set
C -1.549 0.155 0.822
C -1.277 0.202 -0.689
C -0.164 -0.594 -1.061
C 0.542 -0.619 1.362
N -0.693 -0.289 1.679
N 1.023 -0.350 -0.116
O 2.110 1.477 1.449
O 1.917 0.390 2.143
H -2.501 0.439 1.256
H -2.158 -0.038 -1.213
H -1.127 1.186 -1.112
H -0.294 -1.711 -0.919
H 0.131 -0.528 -2.146
H 1.044 -1.401 1.849
H 1.894 -0.859 -0.275
H 1.502 0.574 -0.092
H 2.581 2.090 1.991
```

---

No. 12
Computed, not measured: one molecule with the formula C7H10 at a distorted geometry, with ωB97M-V with the def2-TZVPD basis set.

## Properties
- molecular weight (g mol⁻¹) = 94.16
- frontier orbital gap (eV) = 10.05
- E_LUMO (eV) = 1.20
- SMILES = C1[C@@H]2CC3(CC3)[C@H]12

```
17
C7H10, DFT ωB97M-V with the def2-TZVPD basis set
C 0.051 2.009 0.056
C 0.776 1.406 -1.088
C -0.080 0.511 0.088
C -1.383 -0.405 -0.062
C -0.666 -1.505 0.754
C 0.624 -1.799 0.038
C 0.541 -0.613 0.964
H -0.838 2.568 -0.224
H 0.668 2.505 0.800
H 0.411 1.611 -2.108
H 1.878 1.494 -1.089
H -2.322 0.037 0.326
H -1.619 -0.784 -1.059
H -1.083 -2.249 1.442
H 0.674 -1.545 -1.019
H 1.220 -2.663 0.320
H 1.140 -0.572 1.876
```